(P)
The following is a quantum chemistry calculation of a cluster of 3 separate species, C8H19N in total, from the OMol25 dataset.

Each line ends with the Löwdin charge.
Geometry (Å):
N (0.32, -2.36, 0.11)  0.09
H (-0.20, 0.91, 3.11)  0.08
H (1.32, -2.33, -0.03)  0.09
H (-0.21, -3.11, -0.30)  0.10
H (1.63, 1.35, -1.06)  0.07
H (-0.63, -1.40, -2.25)  0.06
H (-2.04, 1.39, -0.16)  0.06
C (0.56, 1.60, -1.06)  -0.11
H (-2.44, -0.11, -1.00)  0.07
H (-0.45, 1.70, 1.55)  0.06
C (-0.32, 0.37, -1.02)  -0.45
C (-0.55, 0.76, 2.08)  -0.09
C (0.28, -0.31, 1.43)  -0.45
H (1.99, 0.99, 1.33)  0.08
H (-0.18, 0.04, -3.16)  0.08
C (-0.01, -0.51, -2.22)  -0.13
C (-0.33, -1.27, 0.58)  -0.27
H (2.25, -0.54, 0.51)  0.07
H (0.35, 2.31, -0.26)  0.06
C (1.77, -0.08, 1.38)  -0.07
C (-1.79, 0.76, -1.01)  -0.12
H (1.04, -0.82, -2.24)  0.07
H (-1.40, -1.41, 0.72)  0.13
H (0.39, 2.16, -1.99)  0.08
H (2.23, -0.48, 2.29)  0.08
H (-1.60, 0.48, 2.13)  0.08
H (-2.05, 1.33, -1.92)  0.08
H (0.08, -1.43, 2.48)  0.18

Properties
- E_HOMO: -6.3 eV
- 2S+1: 1
- Orbital gap: 7.06 eV
- Net charge: 0

---

(Q)
The following is a quantum chemistry calculation of a cluster of 2 separate species, C8H19N in total, from the OMol25 dataset.

Each line ends with the Löwdin charge.
Geometry (Å):
H (2.01, -0.43, 0.13)  0.08
C (3.31, 1.25, -0.18)  -0.14
H (-0.15, 1.53, 0.13)  0.11
C (-1.78, -0.78, 0.17)  -0.45
H (-2.22, 1.47, 1.64)  0.12
H (2.96, 0.03, 1.55)  0.10
H (-2.93, -2.43, 1.03)  0.07
N (-0.72, -1.34, -0.64)  0.03
C (-3.07, -1.61, 0.32)  -0.06
H (3.78, -2.17, 0.40)  0.07
H (-3.44, -2.03, -0.63)  0.08
H (-3.88, -0.95, 0.70)  0.08
H (-0.85, -2.32, -0.87)  0.07
C (-2.33, 1.72, 0.56)  -0.15
H (5.02, -0.89, 0.55)  0.07
C (3.01, -0.10, 0.46)  -0.34
H (-2.82, 0.54, -1.22)  0.14
C (-1.14, 1.72, -0.33)  -0.12
H (-0.53, -0.79, -1.49)  0.08
H (4.30, 1.64, 0.09)  0.07
H (4.18, -1.19, -0.98)  0.07
H (3.29, 1.18, -1.28)  0.07
H (-1.37, -0.63, 1.17)  0.13
C (4.05, -1.14, 0.10)  -0.14
C (-2.13, 0.58, -0.39)  -0.31
H (-1.14, 2.44, -1.15)  0.10
H (2.58, 2.01, 0.11)  0.06
H (-3.17, 2.40, 0.37)  0.10

Properties
- SMILES string: C[C@@H](N)C1CC1.CCC
- E_HOMO: -9.0 eV
- 2S+1: 1
- Orbital gap: 10.13 eV
- Net charge: 0

---

Most stable structure - (Q); separation to the second - 72.7 kcal/mol.

---

(P)
The following is a quantum chemistry calculation of a structure of composition C8H19N, from the OMol25 dataset.

Each line ends with the Löwdin charge.
Geometry (Å):
C (-0.53, -0.71, -1.09)  -0.12
H (0.91, -2.20, 1.13)  0.01
N (-0.09, -0.43, 0.68)  -0.27
H (0.13, -1.54, -1.30)  0.08
H (1.77, 0.19, 1.39)  0.12
H (-1.13, -0.22, -3.11)  0.08
H (2.25, -1.56, -0.36)  0.07
C (-1.10, 0.50, 1.22)  -0.25
C (-0.63, 0.26, -2.26)  -0.13
H (0.34, 0.58, -2.61)  0.05
H (-0.89, -2.25, 1.31)  0.02
H (2.36, 2.17, 0.01)  0.09
C (0.01, -1.63, 1.41)  -0.13
C (1.34, 1.78, 0.01)  -0.06
H (-1.22, 1.14, -2.00)  0.07
H (-0.69, 0.87, 2.16)  0.12
C (2.31, -0.49, -0.56)  -0.07
H (-1.19, 1.34, 0.53)  0.10
H (0.90, 1.96, -0.96)  0.06
H (-1.53, -1.10, -0.87)  0.07
C (-2.47, -0.11, 1.48)  -0.08
H (-2.92, -0.52, 0.57)  0.07
H (3.35, -0.18, -0.37)  0.09
H (2.08, -0.31, -1.61)  0.07
H (-2.42, -0.89, 2.23)  0.07
H (0.79, 2.35, 0.75)  0.07
H (-3.13, 0.68, 1.85)  0.08
C (1.40, 0.30, 0.36)  -0.30

Properties
- E_HOMO: -6.1 eV
- 2S+1: 1
- Orbital gap: 7.02 eV
- Net charge: 0

---

(Q)
The following is a quantum chemistry calculation of a structure of composition C8H19N, from the OMol25 dataset.

Each line ends with the Löwdin charge.
Geometry (Å):
C (-0.46, 0.99, -0.11)  -0.02
H (3.29, 1.97, 0.44)  0.07
H (-3.04, 0.56, 1.14)  0.07
C (-1.70, -1.57, -1.21)  -0.14
H (2.84, -0.47, 0.67)  0.13
H (0.58, -1.20, 0.39)  0.10
H (1.13, -1.68, -1.90)  0.05
H (-3.39, 0.50, -0.59)  0.08
H (1.02, 1.56, 2.03)  0.07
C (2.08, 0.32, 0.59)  -0.46
H (2.59, 0.98, 2.59)  0.07
H (-2.50, -1.43, -1.94)  0.08
H (-0.97, 1.26, 0.81)  0.04
C (0.94, -0.35, -0.19)  -0.30
C (-1.94, -0.94, 0.06)  -0.26
H (-0.67, -1.14, -1.70)  0.07
N (2.59, 1.49, -0.12)  0.03
H (-1.08, 1.05, -1.00)  0.05
C (1.08, -0.65, -1.56)  -0.06
C (-3.15, -0.11, 0.28)  -0.13
H (1.22, -0.12, 2.53)  0.08
H (0.34, 1.71, -0.28)  0.03
C (1.70, 0.71, 2.02)  -0.07
H (3.02, 1.22, -1.00)  0.07
H (-4.02, -0.74, 0.49)  0.08
H (-1.49, -1.37, 0.94)  0.10
H (1.47, 0.10, -2.24)  0.06
H (-1.45, -2.64, -1.15)  0.08

Properties
- E_HOMO (alpha / beta): -7.2 / -6.9 eV
- 2S+1: 1
- Orbital gap (alpha / beta): 8.16 / 7.14 eV
- Net charge: 0

---

Most stable structure - (P); separation to the second - 24.3 kcal/mol.

---

(P)
The following is a quantum chemistry calculation of a cluster of 2 separate species, C3H8OS2 in total, from the OMol25 dataset.

Each line ends with the Löwdin spin population.
Geometry (Å):
H (1.06, -0.75, -0.73)  0.00
S (-0.76, 1.23, 1.67)  0.50
H (-2.15, 1.12, 1.98)  0.03
H (2.64, -0.10, 0.02)  0.00
C (2.18, -0.86, -0.63)  0.00
H (-1.75, -0.71, -0.14)  0.00
O (1.77, -3.15, -0.93)  0.00
H (3.36, -2.61, 0.19)  0.00
H (-3.18, 0.23, -0.76)  0.00
S (-1.14, 1.71, -0.38)  0.42
H (-1.75, -0.06, -1.85)  0.01
H (2.66, -0.97, -1.65)  0.00
C (2.42, -2.27, -0.27)  0.00
C (-2.04, 0.13, -0.82)  0.03

Properties
- E_HOMO (alpha / beta): 0.2 / -3.8 eV
- 2S+1: 2
- Orbital gap (alpha / beta): 3.11 / 7.09 eV
- Net charge: -1
- ⟨S²⟩: 0.75

---

(Q)
The following is a quantum chemistry calculation of a cluster of 2 separate species, C3H8OS2 in total, from the OMol25 dataset.

Each line ends with the Löwdin spin population.
Geometry (Å):
H (-1.62, -0.74, -0.46)  0.03
S (0.12, 1.58, 1.79)  0.06
H (-2.93, -1.29, -1.42)  0.00
H (-1.41, -0.58, -3.31)  0.04
O (0.33, -0.99, -2.34)  0.26
C (-1.84, -1.45, -1.24)  0.11
H (-1.55, -2.34, -0.76)  0.02
C (-0.96, -0.98, -2.31)  0.41
C (1.77, 1.20, 2.43)  0.00
S (0.62, 1.51, -0.15)  0.04
H (1.39, 0.43, -0.34)  0.01
H (1.47, 1.49, 3.38)  0.00
H (2.17, 0.20, 2.53)  0.00
H (2.46, 1.98, 2.22)  0.00

Properties
- E_HOMO (alpha / beta): 0.8 / -3.2 eV
- 2S+1: 2
- Orbital gap (alpha / beta): 2.37 / 6.24 eV
- Net charge: -1
- ⟨S²⟩: 0.75

---

Most stable structure - (P); separation to the second - 21.6 kcal/mol.

---

(P)
The following is a quantum chemistry calculation of a structure of composition C22H42BF4IN5O7S2SiSn, from the OMol25 dataset.

Each line ends with the Löwdin charge.
Geometry (Å):
H (-0.41, -3.17, 2.07)  0.05
H (-3.92, 4.79, -0.50)  0.10
C (0.58, 3.07, -2.26)  -0.62
C (-0.29, -8.33, -1.70)  -0.14
H (-0.56, -6.25, -2.14)  0.10
H (1.20, 1.02, -2.49)  0.08
H (1.54, 5.81, 0.75)  0.08
F (-3.30, -1.76, -1.59)  -0.03
H (1.74, 4.76, -2.94)  0.10
H (-3.30, 3.32, 2.93)  0.09
S (-0.35, 0.58, 0.91)  0.40
C (0.12, -8.85, 0.62)  -0.13
N (0.87, -3.03, -3.61)  0.04
H (-4.49, 4.20, 1.97)  0.10
Si (-0.12, 2.74, 0.48)  -0.02
C (3.98, -1.85, -2.38)  0.00
H (-3.13, 1.51, 1.20)  0.08
C (-2.87, 4.65, -0.23)  -0.01
O (2.98, -2.50, -3.20)  0.01
C (-3.43, 4.06, 2.14)  -0.02
H (-2.75, 1.92, -0.49)  0.08
H (1.62, 6.22, 2.46)  0.10
H (4.89, -1.90, -2.96)  0.10
F (-4.79, -2.89, -0.26)  0.18
H (0.41, 5.19, -1.86)  0.10
F (-2.90, -1.95, 0.66)  -0.07
H (-1.05, -2.73, -4.00)  0.12
H (2.31, 2.01, -1.52)  0.09
C (-0.25, -5.12, 0.33)  -0.52
C (1.19, 4.45, -2.05)  -0.02
O (1.42, -1.93, -1.67)  -0.07
H (3.69, 4.71, 2.81)  0.10
Sn (-0.90, -2.24, -0.85)  1.56
O (-1.32, 3.51, 1.21)  -0.14
H (-3.01, 5.01, 2.49)  0.09
H (2.51, 0.20, 4.19)  0.11
O (-0.23, 2.72, -1.12)  -0.14
C (-3.25, 2.26, 0.42)  -0.05
N (-0.47, -3.13, -3.27)  0.01
H (3.69, -0.82, -2.19)  0.09
H (-0.74, -4.10, -3.10)  0.09
C (1.24, 3.63, 3.42)  -0.02
C (-0.18, -6.56, -0.06)  -0.13
C (1.22, 5.50, 1.74)  -0.01
N (1.89, -0.59, 4.18)  0.14
H (-0.13, -2.02, 4.15)  0.17
H (-2.47, 5.61, 0.10)  0.09
H (0.30, -9.59, 1.39)  0.10
H (3.63, 4.47, 1.06)  0.09
O (-0.13, -4.78, 1.50)  0.04
H (-2.33, 4.33, -1.13)  0.07
H (1.51, 4.34, 4.20)  0.10
N (-0.58, -2.15, 2.12)  -0.01
H (0.20, 3.27, -4.37)  0.09
C (-2.74, 3.61, 0.87)  -0.61
H (1.24, -3.52, -4.41)  0.17
C (0.05, -7.51, 0.93)  -0.01
H (-1.57, -1.93, 2.17)  0.08
C (-0.05, -9.26, -0.70)  -0.74
C (-0.35, 3.07, -3.45)  -0.02
C (1.76, 4.11, 2.07)  -0.62
H (1.68, 2.66, 3.67)  0.07
H (2.28, 2.19, -3.28)  0.10
B (-3.99, -1.79, -0.32)  -1.25
H (-0.43, -8.65, -2.72)  0.10
H (1.89, 4.44, -1.21)  0.07
C (1.08, -0.78, 3.14)  -0.68
C (1.74, -2.45, -2.74)  -0.57
H (0.13, 5.52, 1.80)  0.08
H (0.18, -7.18, 1.95)  0.12
H (0.15, 3.54, 3.40)  0.09
C (1.66, 2.01, -2.40)  -0.02
O (-0.43, -4.28, -0.66)  -0.25
F (-4.61, -0.60, -0.08)  0.17
N (0.09, -1.64, 3.24)  -0.02
C (3.27, 4.09, 2.02)  -0.02
H (4.08, -2.39, -1.44)  0.10
H (3.64, 3.07, 2.14)  0.08
H (-0.84, 2.10, -3.55)  0.09
H (-1.12, 3.83, -3.34)  0.09
I (0.05, -11.28, -1.18)  0.90
H (1.91, -1.22, 4.97)  0.13
C (-0.35, -6.98, -1.37)  -0.02
O (1.32, 3.17, 1.06)  -0.17
H (-4.32, 2.31, 0.19)  0.10
S (1.50, 0.09, 1.69)  0.67

Properties
- E_HOMO: -10.7 eV
- 2S+1: 1
- Orbital gap: 7.86 eV
- Net charge: +1

---

(Q)
The following is a quantum chemistry calculation of a structure of composition C22H42BF4IN5O7S2SiSn, from the OMol25 dataset.

Each line ends with the Löwdin charge.
Geometry (Å):
S (2.18, -1.84, -0.92)  0.40
O (3.20, -1.99, -3.81)  -0.14
C (1.03, -2.68, -4.62)  -0.03
H (2.67, -3.73, -6.64)  0.10
O (-3.31, 2.00, -3.44)  0.00
C (-3.78, 2.85, 2.34)  -0.02
C (3.84, -5.51, -2.00)  -0.62
H (1.02, -3.57, -3.97)  0.07
C (3.15, -3.52, -5.69)  -0.01
O (3.17, -4.33, -2.50)  -0.16
C (-2.01, 1.12, 1.91)  -0.54
C (2.51, -1.11, -5.89)  -0.02
C (4.92, -0.04, -1.58)  -0.04
H (0.88, -3.20, 2.80)  0.17
F (1.46, 1.30, 1.69)  0.00
H (7.07, -0.24, -3.33)  0.10
H (1.74, -1.05, 1.97)  0.09
C (-4.53, 1.54, 4.67)  -0.14
N (-1.91, 3.19, -2.22)  0.05
C (5.80, -1.24, -1.91)  -0.62
H (4.47, -0.14, -0.59)  0.07
C (-5.18, 2.70, 4.27)  -0.73
O (-1.44, 0.08, 2.23)  0.01
H (0.58, -1.84, -4.09)  0.09
C (0.61, -3.65, 0.86)  -0.69
O (5.00, -2.46, -1.89)  -0.14
C (2.47, -2.34, -5.01)  -0.62
Si (3.51, -2.76, -2.43)  -0.03
N (-0.94, 3.30, -1.22)  -0.01
Sn (-0.05, 1.14, -0.32)  1.52
H (-0.18, 3.92, -1.51)  0.12
C (-2.30, 1.94, -2.59)  -0.58
H (4.67, -4.49, -0.27)  0.08
H (4.55, -6.25, -0.09)  0.10
F (1.83, 3.48, 2.34)  0.20
H (4.14, 0.08, -2.33)  0.08
H (5.66, -6.60, -2.42)  0.10
C (4.05, -5.36, -0.49)  -0.02
C (5.17, -5.67, -2.72)  -0.01
F (3.35, 2.40, 0.99)  0.18
H (3.10, -4.41, -5.07)  0.07
H (4.20, -3.28, -5.88)  0.10
H (0.07, -0.98, 2.13)  0.06
O (-1.70, 1.79, 0.83)  -0.23
N (0.86, -1.44, 1.67)  -0.01
H (-2.98, 0.14, 4.18)  0.12
H (-2.45, 3.99, -2.50)  0.17
H (5.52, 0.87, -1.57)  0.10
C (-3.12, 1.69, 2.72)  -0.13
H (5.00, -5.71, -3.80)  0.09
H (7.46, -2.33, -1.07)  0.09
H (5.83, -4.84, -2.50)  0.08
H (-0.05, -5.20, 2.04)  0.13
C (-3.80, 0.72, -3.91)  -0.01
C (6.87, -1.44, -0.85)  -0.02
S (0.65, -3.21, -0.82)  0.66
N (0.84, -2.82, 1.86)  -0.03
H (-3.49, 3.36, 1.43)  0.11
C (6.42, -1.11, -3.29)  -0.01
H (1.93, -6.49, -1.85)  0.08
N (0.27, -4.91, 1.13)  0.14
F (1.26, 2.96, 0.16)  -0.08
H (2.76, -6.76, -3.38)  0.09
C (-3.50, 1.04, 3.89)  -0.01
H (-4.82, 1.03, 5.58)  0.10
B (2.06, 2.57, 1.37)  -1.22
H (0.44, -2.90, -5.50)  0.10
H (-1.35, 3.63, -0.36)  0.10
H (5.64, -0.99, -4.05)  0.08
I (-6.73, 3.46, 5.44)  0.90
H (3.31, -7.60, -1.93)  0.10
H (3.54, -0.86, -6.15)  0.09
H (2.07, -0.25, -5.37)  0.09
H (-2.99, 0.17, -4.40)  0.10
C (2.90, -6.67, -2.31)  -0.02
H (-4.19, 0.15, -3.08)  0.10
H (7.01, -1.99, -3.53)  0.09
H (6.40, -1.57, 0.13)  0.09
H (-5.32, 4.27, 2.81)  0.10
H (-4.58, 0.97, -4.62)  0.10
C (-4.81, 3.36, 3.11)  -0.14
O (-1.77, 0.92, -2.19)  -0.05
H (3.09, -5.25, 0.01)  0.07
H (7.53, -0.58, -0.81)  0.10
H (1.96, -1.28, -6.81)  0.09
H (0.29, -5.60, 0.39)  0.11

Properties
- E_HOMO: -10.6 eV
- 2S+1: 1
- Orbital gap: 7.92 eV
- Net charge: +1

---

Most stable structure - (Q); separation to the second - 13.2 kcal/mol.